A molecular structure, C12H17BF4MnN5, computed with the ωB97M-V functional and the def2-TZVPD basis.

Positions of all 40 atoms, in Å:
Mn1 0.036 -0.369 0.866
N1 0.165 1.047 -2.048
C1 -0.473 1.787 -1.077
C2 -0.999 3.045 -1.364
C3 -1.680 3.734 -0.388
C4 -1.845 3.178 0.893
C5 -1.302 1.956 1.134
N2 -0.592 1.301 0.165
C6 0.415 -0.300 -2.042
C7 0.709 -0.987 -3.222
C8 0.904 -2.346 -3.192
C9 0.813 -3.055 -1.979
C10 0.548 -2.351 -0.848
N3 0.398 -0.992 -0.895
H1 0.254 1.500 -2.949
H2 -0.886 3.450 -2.362
H3 -2.110 4.701 -0.618
H4 -2.400 3.683 1.671
H5 -1.420 1.458 2.092
H6 0.755 -0.433 -4.152
H7 1.110 -2.877 -4.113
H8 0.929 -4.129 -1.929
H9 0.438 -2.836 0.117
N4 1.977 0.309 1.080
C11 2.334 0.314 2.548
C12 1.977 -1.057 3.048
N5 0.533 -1.251 2.688
H10 2.617 -0.329 0.600
H11 2.160 1.229 0.676
H12 1.736 1.087 3.034
H13 3.385 0.564 2.695
H14 2.146 -1.169 4.118
H15 2.555 -1.828 2.537
H16 -0.058 -0.772 3.374
H17 0.250 -2.231 2.752
F1 -3.330 0.258 -0.652
B1 -3.492 -1.012 -1.017
F2 -4.651 -1.584 -0.995
F3 -2.394 -1.659 -1.409
F4 -1.513 -1.031 1.164

Results
charge = +3
relative energy (zero: lowest compared OMol25 entry of this formula, charge and spin) = 0.0 kJ/mol
LUMO (alpha / beta) = -14.25 / -12.70 eV
highest occupied orbital energy (alpha / beta) = -0.711 / -0.711 Ha
2S+1 = 4
electronic energy = -63014.414 eV

Table of Löwdin atomic charges, one value per atom, all in e: atom 1 (Mn): 1.030, atom 2 (N): 0.191, atom 3 (C): -0.236, atom 4 (C): 0.069, atom 5 (C): 0.061, atom 6 (C): 0.032, atom 7 (C): -0.061, atom 8 (N): 0.012, atom 9 (C): -0.232, atom 10 (C): 0.071, atom 11 (C): 0.062, atom 12 (C): 0.032, atom 13 (C): -0.063, atom 14 (N): 0.013, atom 15 (H): 0.183, atom 16 (H): 0.151, atom 17 (H): 0.154, atom 18 (H): 0.149, atom 19 (H): 0.140, atom 20 (H): 0.152, atom 21 (H): 0.154, atom 22 (H): 0.150, atom 23 (H): 0.140, atom 24 (N): 0.009, atom 25 (C): -0.146, atom 26 (C): -0.149, atom 27 (N): 0.013, atom 28 (H): 0.138, atom 29 (H): 0.139, atom 30 (H): 0.138, atom 31 (H): 0.154, atom 32 (H): 0.155, atom 33 (H): 0.141, atom 34 (H): 0.142, atom 35 (H): 0.144, atom 36 (F): 0.253, atom 37 (B): -0.822, atom 38 (F): 0.347, atom 39 (F): 0.244, atom 40 (F): -0.255